# 1
Below is a structure of composition C28H22Cl5N3O4S2W, with properties calculated with the ωB97M-V functional and the def2-TZVPD basis.

```
65
Properties=species:S:1:pos:R:3:nbo_charge:R:1
W -0.67 0.53 -0.19 1.283
C -2.22 -6.30 -1.90 -0.636
C -1.93 -6.33 -0.42 -0.082
C -1.92 -7.52 0.29 -0.189
C -1.64 -7.56 1.65 -0.261
C -1.35 -6.38 2.30 -0.191
C -1.34 -5.17 1.62 -0.287
C -1.65 -5.14 0.26 0.249
N -1.67 -3.95 -0.49 -0.663
C -1.47 -2.66 0.05 0.635
N -2.34 -2.37 1.04 -0.588
C -2.41 -1.28 1.94 0.076
C -1.75 -0.07 1.71 -0.370
C -1.82 0.84 2.79 -0.180
C -2.54 0.60 3.95 -0.249
C -3.26 -0.59 4.08 -0.254
C -3.19 -1.55 3.09 0.003
C -3.94 -2.85 3.26 -0.656
N -0.58 -1.86 -0.43 -0.558
C 0.22 -2.36 -1.49 0.133
C -0.18 -2.13 -2.81 -0.224
C 0.57 -2.62 -3.87 -0.217
C 1.73 -3.34 -3.62 -0.238
C 2.13 -3.57 -2.31 -0.205
C 1.39 -3.09 -1.23 -0.038
C 1.81 -3.37 0.18 -0.640
H -2.52 -7.29 -2.25 0.210
H -1.35 -5.98 -2.48 0.221
H -3.03 -5.59 -2.12 0.227
H -2.14 -8.44 -0.24 0.197
H -1.65 -8.50 2.18 0.202
H -1.11 -6.38 3.36 0.208
H -1.09 -4.26 2.13 0.236
H -1.28 -4.03 -1.42 0.420
H -3.04 -3.09 1.17 0.399
H -1.30 1.78 2.70 0.242
H -2.57 1.35 4.73 0.198
H -3.86 -0.77 4.96 0.184
H -4.46 -2.85 4.22 0.213
H -3.28 -3.72 3.24 0.205
H -4.70 -2.99 2.48 0.198
H -1.06 -1.52 -2.97 0.263
H 0.26 -2.41 -4.88 0.206
H 2.33 -3.71 -4.44 0.198
H 3.04 -4.12 -2.11 0.196
H 2.84 -3.73 0.21 0.206
H 1.17 -4.13 0.64 0.206
H 1.74 -2.47 0.79 0.250
Cl 1.51 -0.13 1.98 -0.009
C 2.19 0.96 0.77 0.005
C 1.35 1.22 -0.32 -0.367
C 2.01 1.90 -1.37 -0.033
Cl 1.19 2.05 -2.88 0.056
C 3.30 2.40 -1.24 -0.071
Cl 4.03 3.28 -2.54 0.005
C 4.03 2.20 -0.07 -0.120
Cl 5.63 2.86 0.11 -0.010
C 3.47 1.44 0.95 -0.121
Cl 4.38 1.08 2.38 -0.010
O -1.37 0.33 -1.72 -0.724
O -1.37 5.48 0.00 -1.040
S -0.70 4.38 -0.69 2.279
O 0.74 4.31 -0.44 -1.040
O -1.06 4.28 -2.10 -1.025
S -1.58 2.69 0.29 -0.516
```

Summary:
* E_LUMO: 3.60 eV
* total charge: -2
* HOMO level: -0.464 eV
* multiplicity: 1
* gap between HOMO and LUMO: 4.06 eV
* E: -128165.256 eV

# 2
Below is a cluster of 5 separate species, C28H22F4NO6P in total, with properties calculated with the ωB97M-V functional and the def2-TZVPD basis.

```
62
Properties=species:S:1:pos:R:3:nbo_charge:R:1
O 2.82 -0.77 2.57 -0.247
N 1.96 -1.53 2.15 0.360
O 2.40 -2.82 2.19 -0.331
C 1.13 -3.60 2.23 0.237
C 0.41 -4.08 1.00 -0.398
P 0.93 -3.88 -0.83 1.352
O 2.45 -4.38 -0.91 -1.029
C -0.90 -4.80 1.68 0.768
O -1.88 -5.00 0.81 -0.527
O -0.77 -5.07 3.12 -0.476
C 0.26 -4.07 3.57 0.725
O 0.42 -3.70 4.86 -0.468
H 0.15 -4.76 -1.66 0.013
H 0.92 -2.49 -1.26 0.023
F 1.88 2.16 -0.20 -0.336
C 2.20 2.80 0.93 0.445
C 1.56 3.99 1.25 -0.302
C 1.89 4.65 2.43 -0.191
C 2.87 4.12 3.28 -0.223
C 3.52 2.93 2.94 -0.193
C 3.17 2.26 1.76 -0.303
H 0.80 4.39 0.58 0.233
H 1.38 5.57 2.70 0.222
H 3.13 4.64 4.19 0.218
H 4.28 2.52 3.59 0.222
H 3.66 1.33 1.49 0.235
F -7.71 -2.09 0.50 -0.322
C -6.82 -3.04 0.83 0.398
C -7.27 -4.30 1.21 -0.289
C -6.34 -5.28 1.55 -0.193
C -4.97 -4.99 1.51 -0.230
C -4.53 -3.72 1.13 -0.191
C -5.46 -2.74 0.78 -0.289
H -8.33 -4.50 1.25 0.227
H -6.67 -6.27 1.85 0.218
H -4.25 -5.75 1.78 0.223
H -3.47 -3.49 1.10 0.220
H -5.14 -1.75 0.47 0.226
F -1.88 4.13 0.75 -0.323
C -2.02 4.00 -0.58 0.395
C -3.04 4.68 -1.23 -0.286
C -3.18 4.55 -2.61 -0.192
C -2.31 3.72 -3.32 -0.234
C -1.29 3.04 -2.66 -0.181
C -1.14 3.18 -1.28 -0.301
H -3.71 5.32 -0.66 0.229
H -3.97 5.09 -3.13 0.220
H -2.42 3.62 -4.40 0.217
H -0.62 2.39 -3.21 0.219
H -0.35 2.66 -0.75 0.234
F 2.61 -0.58 -2.11 -0.336
C 3.64 0.17 -2.53 0.393
C 4.46 -0.30 -3.55 -0.286
C 5.53 0.48 -3.98 -0.196
C 5.78 1.72 -3.38 -0.233
C 4.95 2.18 -2.35 -0.185
C 3.88 1.40 -1.92 -0.300
H 4.25 -1.26 -4.00 0.227
H 6.17 0.13 -4.79 0.218
H 6.61 2.33 -3.72 0.215
H 5.15 3.14 -1.88 0.216
H 3.22 1.74 -1.13 0.244
```

Summary:
* E_LUMO: -2.70 eV
* SMILES string: O=NOC1=C([PH2]=O)C(=O)OC1=O.Fc1ccccc1.Fc1ccccc1.Fc1ccccc1.Fc1ccccc1
* HOMO level: -9.172 eV
* multiplicity: 1
* gap between HOMO and LUMO: 6.48 eV
* E: -63317.147 eV

# 3
Below is a structure of composition C28H22F9IrN3O7PS2, with properties calculated with the ωB97M-V functional and the def2-TZVPD basis.

```
73
Properties=species:S:1:pos:R:3:mulliken_charge:R:1
Ir -0.89 0.12 -0.33 1.399
C 5.69 -1.24 -1.01 -0.483
C 5.21 -1.48 0.28 -0.850
C 3.94 -1.07 0.64 -0.242
C 3.16 -0.39 -0.29 0.501
C 3.62 -0.17 -1.59 -0.505
C 4.89 -0.60 -1.95 -0.869
P 1.57 0.30 0.17 2.370
C 1.23 -0.45 1.77 0.041
C 1.08 0.33 2.92 -0.808
C 0.84 -0.29 4.14 -0.838
C 0.74 -1.67 4.21 -0.618
C 0.88 -2.45 3.07 -1.022
C 1.12 -1.84 1.85 0.086
C 1.74 2.03 0.38 0.058
C 2.90 2.66 0.78 -0.427
C 2.89 4.05 0.98 -1.070
C 1.75 4.77 0.72 -0.781
C 0.57 4.15 0.25 1.381
C -0.60 4.88 -0.06 -0.939
C -1.71 4.24 -0.53 -1.077
C -1.70 2.84 -0.72 -0.125
C -0.59 2.10 -0.39 -0.042
C 0.57 2.74 0.09 0.112
H 6.69 -1.56 -1.28 0.422
H 5.84 -1.98 1.00 0.455
H 3.58 -1.25 1.64 0.423
H 3.00 0.33 -2.32 0.388
H 5.26 -0.43 -2.95 0.445
H 1.14 1.40 2.86 0.474
H 0.72 0.31 5.03 0.445
H 0.53 -2.14 5.16 0.404
H 0.78 -3.52 3.13 0.444
H 1.21 -2.43 0.94 0.558
H 3.79 2.08 0.97 0.569
H 3.78 4.54 1.33 0.431
H 1.75 5.84 0.87 0.474
H -0.59 5.96 0.04 0.444
H -2.60 4.80 -0.76 0.497
H -2.58 2.37 -1.12 0.448
F -1.08 2.84 2.46 -0.227
C -2.27 2.21 2.64 0.878
F -2.79 2.64 3.77 -0.285
F -3.08 2.57 1.63 -0.227
C -2.01 0.69 2.68 0.144
O -2.21 0.11 3.71 -0.526
O -1.51 0.12 1.60 -0.575
F -1.85 -2.27 0.76 -0.140
C -3.19 -2.19 0.82 0.607
F -3.68 -3.24 0.18 -0.248
F -3.57 -2.25 2.08 -0.220
S -4.05 -0.62 0.07 1.305
O -3.11 0.46 -0.38 -0.396
O -4.97 -0.28 1.09 -0.646
N -4.71 -1.23 -1.25 -0.846
S -3.62 -1.48 -2.35 0.993
O -2.29 -1.63 -1.74 -0.690
O -3.95 -2.47 -3.33 -0.648
C -3.39 0.11 -3.34 0.673
F -3.56 -0.15 -4.62 -0.248
F -4.22 1.07 -2.96 -0.218
F -2.13 0.56 -3.18 -0.181
C -0.72 -4.38 -2.81 -1.078
N -0.12 -3.36 -1.97 0.066
C 0.02 -2.10 -2.32 -0.169
N -0.10 -1.75 -3.61 -0.232
O 0.42 -1.23 -1.44 -0.287
H -0.72 -5.32 -2.27 0.373
H -0.14 -4.52 -3.72 0.338
H -1.75 -4.12 -3.06 0.352
H -0.10 -3.52 -0.97 0.265
H -0.60 -2.36 -4.24 0.282
H -0.11 -0.77 -3.81 0.235
```

Summary:
* E_LUMO (alpha / beta): -5.00 / -5.62 eV
* total charge: +1
* HOMO level (alpha / beta): -11.612 / -11.774 eV
* multiplicity: 2
* gap between HOMO and LUMO (alpha / beta): 6.61 / 6.15 eV
* E: -106442.964 eV

# 4
Below is a cluster of 2 separate species, C28H22FN7O6 in total, with properties calculated with the ωB97M-V functional and the def2-TZVPD basis.

```
64
Properties=species:S:1:pos:R:3:nbo_charge:R:1
O -0.67 7.54 -3.41 -0.329
N -0.01 6.51 -3.40 0.421
C -0.28 5.15 -3.40 0.008
C 0.95 4.47 -3.37 0.092
N 2.00 5.36 -3.36 -0.042
O 1.39 6.58 -3.39 -0.137
C 0.99 3.02 -3.25 0.025
N 2.23 2.28 -3.13 0.492
O 3.31 2.77 -3.51 -0.323
O 2.16 1.12 -2.65 -0.371
C -0.23 2.31 -3.16 -0.116
C -1.44 3.03 -3.24 0.016
N -2.77 2.60 -3.18 0.417
O -3.29 1.50 -3.09 -0.341
O -3.57 3.75 -3.26 -0.131
N -2.80 4.90 -3.36 -0.055
C -1.51 4.44 -3.35 0.091
H -0.28 1.23 -3.08 0.285
F 0.94 -1.68 -1.45 -0.380
C 0.45 -1.77 -0.13 0.399
C -0.41 -3.05 -0.03 -0.096
C -0.30 -4.06 -0.98 -0.153
C -1.03 -5.24 -0.82 -0.225
C -1.85 -5.42 0.29 -0.220
C -1.97 -4.41 1.24 -0.202
C -1.25 -3.22 1.07 -0.238
C 1.64 -1.80 0.82 -0.082
C 1.82 -2.84 1.74 -0.206
C 2.87 -2.79 2.66 -0.212
C 3.78 -1.73 2.61 -0.224
C 3.65 -0.74 1.63 -0.143
C 2.60 -0.79 0.72 -0.222
C -0.43 -0.49 0.07 -0.065
C -1.69 -0.53 -0.82 -0.400
C -2.87 -0.11 0.05 -0.421
C -2.31 0.15 1.45 -0.194
N -0.93 -0.33 1.43 -0.513
C -0.08 0.06 2.50 0.212
C 0.61 1.29 2.44 -0.277
C 1.46 1.63 3.50 0.042
N 1.63 0.84 4.55 -0.428
C 0.97 -0.31 4.64 0.044
C 0.08 -0.73 3.64 -0.256
H 0.37 -3.92 -1.84 0.225
H -0.93 -6.02 -1.58 0.216
H -2.40 -6.35 0.42 0.215
H -2.61 -4.51 2.12 0.214
H -1.31 -2.43 1.82 0.238
H 1.11 -3.66 1.77 0.229
H 2.95 -3.58 3.40 0.215
H 4.59 -1.68 3.34 0.218
H 4.38 0.07 1.57 0.208
H 2.51 -0.04 -0.07 0.228
H 0.19 0.38 -0.21 0.185
H -1.55 0.17 -1.66 0.201
H -1.86 -1.52 -1.26 0.234
H -3.34 0.79 -0.35 0.215
H -3.63 -0.90 0.07 0.220
H -2.34 1.22 1.70 0.176
H -2.88 -0.39 2.22 0.196
H 0.51 1.95 1.57 0.214
H 2.01 2.58 3.48 0.193
H 1.14 -0.93 5.52 0.196
H -0.42 -1.70 3.73 0.223
```

Summary:
* E_LUMO: -2.61 eV
* HOMO level: -8.593 eV
* multiplicity: 1
* gap between HOMO and LUMO: 5.99 eV
* E: -54813.609 eV

no.,largest force on an atom (Eh/bohr)
1,0.0145
2,0.1983
3,0.0657
4,0.0591